# 1
{"formula": "C39H47N7SiSn", "method": "ωB97M-V with the def2-TZVPD basis set", "symbols": ["Sn", "Si", "N", "N", "N", "N", "N", "N", "N", "C", "C", "C", "C", "C", "C", "C", "C", "C", "C", "C", "C", "C", "C", "C", "C", "C", "C", "C", "C", "C", "C", "C", "C", "C", "C", "C", "C", "C", "C", "C", "C", "C", "C", "C", "C", "C", "C", "C", "H", "H", "H", "H", "H", "H", "H", "H", "H", "H", "H", "H", "H", "H", "H", "H", "H", "H", "H", "H", "H", "H", "H", "H", "H", "H", "H", "H", "H", "H", "H", "H", "H", "H", "H", "H", "H", "H", "H", "H", "H", "H", "H", "H", "H", "H", "H"], "xyz": [[0.85585, 0.24343, -0.41683], [-1.86145, 2.04849, -2.84699], [2.74492, 0.68982, 0.78247], [-0.67626, -0.85009, 0.95693], [1.88421, 1.20096, -2.60546], [1.53860, -1.86492, 0.18576], [-5.53108, -7.04283, 0.46115], [0.51255, 2.02803, 0.85938], [-0.35616, 1.52437, -2.15158], [-1.58973, -4.16709, 2.37161], [3.07778, 1.63447, -3.04544], [-3.76708, -2.74031, -0.75340], [2.20553, 3.80634, -3.45617], [2.62174, 1.52683, 1.78551], [-1.67199, 2.19714, -4.71036], [3.64443, 2.39306, 3.95059], [0.64617, -5.03804, 1.87401], [-1.23473, 1.55208, 3.06873], [-1.97503, -4.30172, -1.25050], [-2.44198, -2.96185, -1.20999], [-1.60968, -1.90971, -1.58459], [-1.53456, 2.73336, 2.13594], [-4.06302, -5.09352, -0.37124], [0.80326, 2.02416, -2.62048], [0.99239, 3.38406, -2.99384], [-2.03592, 0.28629, 2.76421], [-2.76758, -5.34360, -0.84290], [-1.47847, -2.83027, 2.04385], [2.90473, -2.16581, -0.17680], [1.30102, -3.93000, 1.37415], [2.24996, 4.29022, 3.24361], [1.47517, 2.45473, 1.65705], [-1.92061, -0.18077, 1.30720], [1.46676, 3.73151, 2.24832], [3.27488, 2.91323, -3.51706], [3.18960, 3.69977, 4.06686], [-0.73609, 2.76338, 0.80622], [3.85629, -1.55486, 0.85724], [-4.87878, -6.17539, 0.08470], [4.20498, 0.64150, -3.06364], [-0.49465, -2.10257, 1.33257], [-2.45901, 3.72539, -2.20297], [-0.67302, -5.19772, 2.26227], [0.81982, -2.67210, 0.93105], [-4.55739, -3.78322, -0.34069], [-3.30436, 0.90031, -2.50231], [3.43054, 1.47330, 2.94815], [3.98674, -0.05286, 0.61021], [1.27522, -5.91558, 1.98693], [-0.99062, -6.18539, 2.56793], [-2.59762, 2.73966, 1.87826], [-1.34502, 3.65621, 2.68621], [-1.04090, 3.04585, -4.96860], [-3.09577, 0.45862, 2.97674], [-3.15534, -0.11092, -2.87611], [5.02298, 0.96305, -2.41791], [4.23919, 3.21038, -3.90331], [-1.43403, 1.85993, 4.09760], [3.09071, -1.69164, -1.14430], [-0.96752, -4.49211, -1.59434], [3.59682, 4.29835, 4.87032], [-2.63465, 2.33433, -5.20160], [2.04238, 5.33660, 3.44246], [-4.15951, -1.73201, -0.75375], [-0.17467, 1.30372, 3.02656], [3.95532, 0.53455, 3.07395], [-0.64260, -2.10961, -2.02101], [4.31042, 2.05448, 4.73738], [3.46565, -1.74239, 1.86049], [-1.20332, 1.30483, -5.12424], [-1.94392, -0.89003, -1.58259], [-5.56383, -3.60461, 0.01246], [-1.87363, 4.55318, -2.59606], [4.84429, -2.01646, 0.78710], [2.35709, -4.08627, 1.21311], [-2.77665, -0.82163, 1.06804], [-2.40037, -6.36051, -0.87388], [-0.56615, 3.80717, 0.51718], [4.29072, 0.08118, -0.42838], [3.85533, -0.33707, -2.74470], [4.60372, 0.54850, -4.07450], [0.16924, 4.06928, -2.88902], [-2.42405, 3.77995, -1.11512], [-2.34854, -2.25474, 2.31829], [-4.17198, 1.31459, -3.01663], [4.77820, 0.38119, 1.22582], [-3.49249, 3.88935, -2.51052], [2.33833, 4.83650, -3.76210], [-3.55291, 0.84452, -1.44071], [-1.69981, -0.51062, 3.43234], [-1.30910, 2.33651, -0.01120], [-2.00940, 0.68025, 0.65143], [0.72836, 4.40207, 1.83045], [-2.54790, -4.43785, 2.80444], [3.08908, -3.23232, -0.32141]], "forces_ev_per_angstrom": [[-0.446, -0.378, 0.745], [0.013, 0.264, 0.021], [0.069, -0.081, -0.187], [0.172, 0.448, 0.182], [0.161, 0.153, 0.062], [0.026, -0.017, -0.072], [-0.142, -0.192, 0.080], [0.114, 0.045, -0.175], [-0.384, -0.218, 0.005], [0.044, -0.118, 0.014], [-0.080, -0.130, -0.073], [-0.040, 0.011, -0.034], [0.180, 0.029, -0.079], [-0.037, 0.109, -0.140], [0.059, -0.033, 0.133], [0.057, 0.085, 0.008], [-0.014, -0.002, 0.068], [-0.131, -0.079, -0.068], [-0.021, -0.024, 0.028], [0.105, -0.024, 0.058], [-0.081, -0.209, -0.477], [0.126, -0.015, 0.030], [0.023, 0.015, -0.006], [0.391, 0.380, 0.200], [-0.239, -0.267, -0.075], [0.157, 0.078, -0.086], [0.030, -0.006, 0.011], [0.008, 0.145, -0.094], [0.027, -0.025, 0.068], [0.017, 0.046, -0.025], [0.009, -0.005, 0.084], [-0.028, -0.118, 0.026], [-0.138, -0.127, -0.054], [-0.004, -0.035, -0.068], [0.011, 0.085, -0.010], [0.026, -0.001, 0.003], [-0.006, 0.029, 0.058], [0.006, 0.072, -0.142], [0.085, 0.119, -0.050], [0.012, -0.028, -0.019], [0.026, -0.043, -0.052], [0.018, -0.165, -0.039], [-0.037, -0.008, 0.004], [-0.024, 0.075, 0.009], [-0.006, 0.028, 0.039], [0.155, -0.077, 0.046], [-0.039, -0.064, -0.005], [-0.042, -0.122, 0.111], [0.013, 0.000, -0.013], [0.008, -0.009, 0.060], [-0.040, 0.040, 0.058], [0.001, 0.005, -0.027], [0.047, 0.066, -0.051], [0.000, 0.042, -0.004], [-0.053, 0.011, -0.091], [0.024, -0.009, 0.011], [0.040, 0.013, 0.013], [-0.036, -0.041, -0.006], [0.069, -0.027, -0.060], [0.058, -0.005, -0.025], [-0.007, 0.008, 0.025], [-0.102, 0.020, -0.007], [-0.030, -0.007, 0.018], [0.005, 0.053, 0.033], [0.018, 0.050, 0.082], [0.010, 0.004, -0.013], [0.151, -0.027, 0.082], [0.027, 0.005, -0.007], [0.035, -0.058, 0.031], [0.011, -0.097, -0.033], [0.010, 0.060, 0.147], [-0.022, 0.001, -0.008], [0.069, 0.119, -0.022], [0.026, 0.031, -0.033], [0.025, -0.029, -0.060], [0.034, -0.038, -0.037], [0.010, 0.000, 0.020], [-0.002, -0.038, -0.071], [0.051, 0.029, -0.064], [0.001, -0.024, 0.013], [0.017, -0.012, -0.002], [-0.104, 0.093, -0.046], [-0.056, 0.040, 0.020], [-0.042, -0.008, -0.044], [-0.064, 0.078, -0.018], [-0.031, -0.018, -0.012], [-0.089, 0.008, -0.027], [0.008, 0.028, 0.006], [-0.007, -0.027, 0.090], [-0.071, 0.000, -0.012], [0.001, 0.013, 0.058], [-0.124, 0.050, -0.060], [-0.012, 0.021, 0.019], [-0.008, -0.010, -0.013], [-0.054, -0.011, 0.020]], "lowdin_charge": [1.44, 0.39, -0.06, -0.07, 0.06, -0.10, 0.15, -0.09, -0.14, -0.08, -0.34, -0.03, -0.07, -0.22, -0.16, -0.08, -0.09, -0.19, -0.02, -0.29, 0.07, -0.16, -0.23, -0.51, -0.04, -0.17, -0.03, -0.02, -0.24, -0.02, -0.08, -0.24, -0.23, -0.01, -0.06, -0.11, -0.25, -0.15, -0.20, -0.04, -0.23, -0.17, -0.11, -0.23, -0.03, -0.18, -0.02, -0.22, 0.11, 0.10, 0.12, 0.10, 0.02, 0.12, 0.02, 0.08, 0.11, 0.11, 0.09, 0.12, 0.10, 0.03, 0.11, 0.11, 0.10, 0.10, 0.07, 0.11, 0.12, 0.03, 0.01, 0.12, 0.02, 0.12, 0.09, 0.10, 0.12, 0.11, 0.09, 0.05, 0.08, 0.08, 0.01, 0.09, 0.04, 0.11, 0.03, 0.11, 0.02, 0.11, 0.04, 0.08, 0.10, 0.11, 0.11], "orbital_gap_ev": [6.413, 5.455]}

# 2
{"formula": "C12H22ClFNO", "method": "ωB97M-V with the def2-TZVPD basis set", "symbols": ["Cl", "F", "O", "N", "C", "C", "C", "C", "C", "C", "C", "C", "C", "C", "C", "C", "H", "H", "H", "H", "H", "H", "H", "H", "H", "H", "H", "H", "H", "H", "H", "H", "H", "H", "H", "H", "H", "H"], "xyz": [[2.97230, 3.64809, -0.98776], [1.46612, -0.51538, 2.01639], [-1.49117, -2.58959, 0.63191], [-1.39888, -1.55025, -0.11222], [2.01507, 3.29241, 0.48910], [-2.59366, 0.62546, -0.25708], [1.01953, -0.19452, 0.73013], [-0.23267, -1.57766, -1.02268], [-2.35523, -0.52137, 1.88443], [2.39263, 1.94932, 1.06244], [-1.64478, -0.25205, 0.55791], [-0.33608, 0.53483, 0.85774], [-0.21184, -2.95582, -1.70110], [2.04455, 0.77837, 0.13237], [0.99679, -1.46658, -0.13501], [-0.30064, -0.54104, -2.12798], [-3.28695, -1.04683, 1.73438], [-3.39623, 0.02806, -0.66989], [0.58647, -2.94268, -2.43141], [1.90479, 1.84616, 2.02638], [0.98516, 3.28416, 0.16939], [1.00191, -2.31653, 0.53682], [2.19196, 4.09970, 1.18194], [-2.97097, 1.43490, 0.35069], [-2.61051, 0.44213, 2.31169], [-0.03209, -3.74815, -0.99244], [-2.07528, 1.07142, -1.09964], [2.93997, 0.24400, -0.15551], [-0.11747, 0.46656, -1.78756], [-0.41134, 0.87467, 1.88107], [-0.33214, 1.43019, 0.25432], [-1.14947, -3.10206, -2.21968], [-1.28895, -0.54630, -2.57967], [1.65238, 1.20219, -0.78087], [-1.71813, -1.02988, 2.59499], [0.41431, -0.80318, -2.89293], [1.91131, -1.53578, -0.70680], [3.45924, 1.98303, 1.25616]], "forces_ev_per_angstrom": [[0.056, 0.081, -0.048], [-0.035, -0.333, 0.110], [-0.281, 0.087, -0.311], [0.627, 0.210, 0.409], [0.037, -0.237, -0.208], [0.575, -0.221, -0.713], [0.166, 0.653, -1.151], [0.169, -1.175, -0.414], [0.094, 0.272, -0.031], [0.222, 0.122, -0.140], [-0.595, 0.378, 0.875], [-0.047, -0.719, 0.077], [0.090, 0.596, 0.073], [0.070, 0.309, 0.685], [-0.171, 0.363, 0.738], [-0.525, 0.130, 0.239], [-0.123, -0.386, 0.010], [-0.385, -0.061, 0.126], [0.222, -0.135, -0.212], [-0.119, -0.066, 0.190], [-0.361, 0.222, -0.033], [-0.147, -0.221, 0.177], [0.018, 0.229, 0.141], [-0.216, 0.135, 0.190], [0.000, 0.264, 0.104], [-0.122, -0.223, 0.157], [-0.004, 0.134, -0.159], [0.243, -0.221, 0.084], [0.171, 0.300, 0.027], [0.091, 0.131, 0.317], [0.119, 0.203, -0.325], [-0.255, -0.236, -0.116], [-0.118, -0.087, -0.140], [-0.215, -0.125, -0.421], [0.023, -0.340, 0.061], [0.309, 0.078, -0.176], [0.214, 0.052, -0.340], [0.200, -0.165, 0.149]], "lowdin_charge": [0.55, 0.01, 0.00, -0.11, -0.57, -0.03, -0.41, -0.48, -0.04, -0.26, -0.46, -0.03, -0.02, -0.14, -0.04, -0.01, 0.09, 0.09, 0.08, 0.11, 0.06, 0.13, 0.07, 0.09, 0.08, 0.08, 0.06, 0.12, 0.06, 0.13, 0.10, 0.09, 0.10, 0.09, 0.09, 0.09, 0.13, 0.11], "s_squared": 0.75, "multiplicity": 2, "orbital_gap_ev": [9.107, 9.976]}

| no. | DFT total energy (Ha) |
| --- | --- |
| 1 | -2401.340523 |
| 2 | -1160.431480 |